{"formula": "C48H138N21O19P7S3", "method": "wB97M-V/def2-TZVPD", "elements": ["S", "S", "S", "P", "P", "P", "P", "P", "P", "P", "O", "O", "O", "O", "O", "O", "O", "O", "O", "O", "O", "O", "O", "O", "O", "O", "O", "O", "O", "N", "N", "N", "N", "N", "N", "N", "N", "N", "N", "N", "N", "N", "N", "N", "N", "N", "N", "N", "N", "N", "C", "C", "C", "C", "C", "C", "C", "C", "C", "C", "C", "C", "C", "C", "C", "C", "C", "C", "C", "C", "C", "C", "C", "C", "C", "C", "C", "C", "C", "C", "C", "C", "C", "C", "C", "C", "C", "C", "C", "C", "C", "C", "C", "C", "C", "C", "C", "C", "H", "H", "H", "H", "H", "H", "H", "H", "H", "H", "H", "H", "H", "H", "H", "H", "H", "H", "H", "H", "H", "H", "H", "H", "H", "H", "H", "H", "H", "H", "H", "H", "H", "H", "H", "H", "H", "H", "H", "H", "H", "H", "H", "H", "H", "H", "H", "H", "H", "H", "H", "H", "H", "H", "H", "H", "H", "H", "H", "H", "H", "H", "H", "H", "H", "H", "H", "H", "H", "H", "H", "H", "H", "H", "H", "H", "H", "H", "H", "H", "H", "H", "H", "H", "H", "H", "H", "H", "H", "H", "H", "H", "H", "H", "H", "H", "H", "H", "H", "H", "H", "H", "H", "H", "H", "H", "H", "H", "H", "H", "H", "H", "H", "H", "H", "H", "H", "H", "H", "H", "H", "H", "H", "H", "H", "H", "H", "H", "H", "H", "H", "H", "H", "H", "H", "H", "H", "H"], "xyz": [[10.081, 21.155, 14.628], [22.890, 22.919, 20.432], [20.959, 15.270, 23.453], [25.641, 17.202, 18.648], [20.001, 12.445, 18.872], [14.229, 24.316, 17.046], [19.300, 19.701, 17.655], [15.131, 23.153, 11.301], [21.342, 23.943, 12.904], [20.192, 13.322, 11.923], [9.912, 19.758, 15.424], [23.924, 22.632, 19.211], [21.681, 23.237, 19.472], [9.797, 22.199, 15.516], [20.942, 11.727, 19.791], [20.594, 20.274, 17.094], [26.589, 16.085, 18.315], [18.903, 13.999, 12.180], [23.314, 24.113, 21.105], [21.152, 15.860, 22.183], [19.896, 14.145, 23.347], [22.615, 21.738, 21.153], [15.602, 24.456, 11.804], [14.915, 23.012, 16.642], [22.176, 14.275, 23.723], [11.590, 20.963, 14.471], [20.680, 16.154, 24.527], [22.500, 24.322, 13.721], [9.425, 21.161, 13.393], [21.395, 14.019, 12.803], [20.294, 11.714, 12.331], [19.025, 18.157, 17.064], [16.166, 22.701, 10.031], [18.009, 20.604, 17.291], [20.610, 13.792, 18.089], [14.940, 25.456, 16.196], [14.245, 24.525, 18.676], [24.556, 16.780, 19.841], [19.966, 24.074, 13.720], [21.419, 24.682, 11.366], [19.450, 11.379, 17.777], [26.369, 18.497, 19.320], [18.778, 13.111, 19.766], [21.314, 22.321, 12.462], [12.630, 24.553, 16.690], [13.492, 23.062, 11.086], [15.339, 21.921, 12.308], [19.418, 19.335, 19.268], [24.806, 17.804, 17.341], [20.599, 13.264, 10.301], [16.550, 21.119, 12.209], [18.258, 21.899, 16.681], [20.266, 10.235, 17.420], [20.012, 24.827, 14.926], [18.307, 11.643, 16.896], [21.522, 14.560, 19.006], [16.113, 25.028, 15.451], [27.360, 19.275, 18.514], [16.600, 23.753, 9.115], [15.422, 24.007, 19.346], [14.861, 26.833, 16.386], [18.626, 23.802, 13.231], [23.254, 22.443, 17.942], [17.972, 12.163, 20.611], [21.259, 13.556, 16.769], [13.734, 25.782, 19.330], [19.930, 10.683, 11.338], [22.660, 13.415, 13.216], [18.815, 18.234, 19.969], [21.923, 12.813, 9.815], [12.148, 24.544, 15.255], [22.219, 21.786, 11.496], [24.549, 15.467, 20.449], [21.597, 15.450, 12.698], [24.174, 19.102, 17.262], [19.901, 20.412, 20.179], [14.553, 21.687, 13.426], [20.522, 12.823, 23.143], [20.140, 17.172, 17.180], [15.715, 21.610, 9.212], [21.869, 26.056, 11.521], [20.380, 24.544, 10.388], [17.907, 14.292, 19.430], [12.739, 24.269, 10.961], [12.129, 20.280, 15.616], [23.574, 17.765, 20.218], [19.814, 13.985, 9.278], [24.917, 16.902, 16.181], [18.403, 18.026, 15.744], [21.969, 13.096, 22.898], [21.895, 23.180, 18.035], [26.760, 18.402, 20.728], [11.131, 19.162, 15.891], [19.947, 11.357, 13.720], [11.520, 24.035, 17.575], [21.161, 21.414, 13.642], [12.851, 21.813, 10.732], [16.682, 20.219, 17.703], [17.623, 18.781, 15.598], [19.216, 22.301, 17.002], [21.788, 12.682, 8.724], [16.191, 24.776, 19.516], [17.485, 22.658, 16.887], [21.615, 15.572, 18.612], [14.764, 27.402, 15.457], [16.688, 24.742, 9.572], [13.328, 25.528, 20.305], [14.663, 20.651, 13.756], [11.042, 24.829, 15.196], [21.043, 24.850, 15.265], [25.541, 17.345, 15.401], [16.369, 25.833, 14.768], [12.141, 24.285, 10.005], [22.571, 12.318, 13.380], [17.990, 24.725, 12.988], [20.781, 17.246, 16.270], [23.280, 17.621, 21.231], [11.404, 22.962, 17.452], [17.588, 23.461, 8.692], [20.580, 10.204, 16.381], [17.857, 10.652, 16.769], [22.171, 12.960, 16.954], [18.047, 23.206, 13.975], [15.653, 20.671, 9.770], [15.753, 23.194, 18.661], [14.772, 22.381, 14.302], [16.994, 20.996, 13.192], [23.001, 21.387, 17.671], [19.279, 20.618, 21.037], [20.230, 14.964, 9.046], [21.168, 10.113, 18.024], [22.083, 21.206, 14.145], [22.317, 11.923, 10.264], [18.786, 14.191, 9.669], [19.412, 24.362, 15.721], [10.531, 24.479, 17.291], [20.064, 12.314, 22.317], [22.361, 26.314, 10.603], [16.000, 23.810, 8.154], [22.098, 13.383, 21.859], [16.394, 20.085, 11.764], [20.515, 21.892, 14.366], [16.076, 21.140, 17.987], [20.499, 25.118, 9.507], [22.213, 22.272, 10.524], [11.387, 18.226, 15.350], [11.758, 24.234, 18.610], [22.654, 17.788, 19.607], [22.496, 14.049, 19.153], [22.401, 26.317, 12.410], [13.519, 21.854, 13.240], [18.878, 10.595, 11.092], [22.368, 15.661, 11.989], [16.128, 19.700, 16.913], [27.201, 17.421, 20.962], [14.815, 21.788, 8.602], [25.935, 18.537, 21.390], [15.899, 24.111, 14.931], [19.851, 10.240, 13.790], [22.045, 20.643, 11.310], [12.025, 24.407, 11.793], [17.696, 12.796, 21.471], [13.293, 20.927, 11.190], [19.466, 25.011, 10.778], [20.601, 15.878, 12.579], [25.104, 14.799, 19.794], [18.460, 11.343, 21.090], [20.600, 10.856, 10.510], [17.210, 21.624, 11.499], [19.610, 9.310, 17.498], [17.598, 12.285, 17.325], [24.632, 19.718, 16.485], [17.147, 13.978, 18.706], [19.572, 25.856, 14.817], [19.559, 17.662, 20.488], [16.481, 21.376, 8.469], [12.724, 25.301, 14.687], [21.006, 26.741, 11.540], [11.820, 21.797, 11.077], [15.731, 27.197, 16.910], [17.854, 17.060, 15.602], [27.441, 20.302, 18.809], [13.415, 25.098, 10.880], [20.590, 13.046, 16.092], [22.681, 12.314, 23.118], [19.124, 18.139, 14.863], [21.863, 15.761, 13.683], [10.823, 19.048, 16.962], [23.243, 21.967, 11.805], [18.649, 12.005, 15.936], [26.944, 19.263, 17.481], [23.018, 13.898, 14.114], [22.703, 13.578, 9.902], [12.950, 26.188, 18.690], [23.422, 13.483, 12.438], [16.769, 19.583, 18.626], [23.507, 15.103, 20.522], [20.059, 21.349, 19.667], [21.113, 22.514, 17.647], [20.816, 17.482, 17.969], [24.934, 15.495, 21.492], [18.701, 23.086, 12.410], [18.184, 18.519, 20.810], [13.056, 19.766, 15.279], [23.165, 19.025, 16.993], [20.295, 9.736, 11.778], [13.967, 27.083, 16.978], [20.628, 11.715, 14.458], [21.123, 14.765, 19.999], [17.326, 14.546, 20.321], [18.586, 15.087, 19.084], [17.018, 24.816, 16.050], [20.142, 23.525, 10.278], [21.900, 24.184, 17.616], [20.315, 12.244, 24.061], [19.874, 16.118, 17.405], [27.467, 19.180, 20.920], [20.886, 20.094, 20.563], [25.403, 16.003, 16.537], [14.512, 26.570, 19.366], [17.027, 11.796, 20.158], [21.457, 14.566, 16.425], [19.820, 13.404, 8.364], [28.311, 18.731, 18.523], [12.262, 21.002, 16.408], [20.806, 20.430, 13.327], [24.196, 19.597, 18.265], [18.228, 17.551, 19.323], [15.052, 23.625, 20.298], [18.332, 21.812, 15.588], [12.235, 23.555, 14.802], [23.959, 16.637, 15.698], [12.830, 21.556, 9.655], [18.927, 11.741, 14.007], [23.916, 22.871, 17.209], [24.009, 18.750, 20.240]], "de_lowest_kcal_mol": 5.2, "energy_ev": -219741.6523, "orbital_gap_ev": 8.262, "spin_multiplicity": 1}